Record 1
# C3H6S

One molecule with the formula C3H6S in a non-equilibrium geometry (the ωB97M-V functional and the def2-TZVPD basis, OMol25).

Computed properties:
max |F|	4.55	eV/A
LUMO	0.15	eV
gap between HOMO and LUMO	8.6	eV
HOMO	-8.5	eV
total charge	0
calculated total energy	-14039.8523	eV

Positions of all 10 atoms, in Å:
C: 0.7650 0.1273 0.0798
C: -0.9846 -1.2653 0.0435
C: -0.2986 1.2402 0.0458
S: -1.8790 0.3266 0.0196
H: 1.1900 -0.1472 0.9869
H: 1.5139 -0.0907 -0.6394
H: -1.0440 -2.0322 -0.8159
H: -0.8231 -1.8246 0.9274
H: -0.4043 2.0254 0.8090
H: -0.1007 1.9095 -0.9019

Population analysis type Löwdin, resulting atomic charges in e: atom 1 (C): -0.06, atom 2 (C): -0.36, atom 3 (C): -0.56, atom 4 (S): 0.73, atom 5 (H): 0.03, atom 6 (H): 0.04, atom 7 (H): 0.05, atom 8 (H): -0.01, atom 9 (H): 0.05, atom 10 (H): 0.10

=====

Record 2
# C3H8N2O2

One molecule with the formula C3H8N2O2 in a non-equilibrium geometry (the ωB97M-V functional and the def2-TZVPD basis, OMol25).

Computed properties:
max |F|	4.28	eV/A
LUMO	0.71	eV
gap between HOMO and LUMO	9.6	eV
HOMO	-8.9	eV
total charge	0
calculated total energy	-10311.6835	eV
SMILES string	[H]/N=C(/CNO)OC

Positions of all 15 atoms, in Å:
C: -1.2651 -0.2111 0.2037
C: 1.6031 -0.5917 -1.0505
N: -0.8910 0.9814 -0.4925
C: -0.0179 -0.7351 1.0012
O: 1.2631 -0.1141 0.2536
O: -1.7491 2.0400 0.0281
N: 0.1217 -0.9082 2.2242
H: -1.8578 2.6046 -0.7549
H: 0.2350 1.1553 -0.1079
H: 1.0841 -1.0264 2.5373
H: -1.5516 -0.9830 -0.5125
H: -2.0538 -0.1150 0.9585
H: 1.3091 0.1608 -1.7911
H: 2.6775 -0.7311 -1.1961
H: 1.0926 -1.5262 -1.3013

Population analysis type Löwdin, resulting atomic charges in e: atom 1 (C): -0.17, atom 2 (C): -0.12, atom 3 (N): -0.12, atom 4 (C): -0.24, atom 5 (O): -0.24, atom 6 (O): -0.11, atom 7 (N): 0.18, atom 8 (H): 0.08, atom 9 (H): 0.18, atom 10 (H): 0.08, atom 11 (H): 0.11, atom 12 (H): 0.12, atom 13 (H): 0.08, atom 14 (H): 0.08, atom 15 (H): 0.09

=====

Record 3
# C9H19Br8Na3O

C9H19Br8Na3O as an isolated structure in a non-equilibrium geometry (the ωB97M-V functional and the def2-TZVPD basis, OMol25).

Computed properties:
max |F|	2.28	eV/A
multiplicity	2
LUMO (spin up / spin down)	-3.54 / -3.96	eV
gap between HOMO and LUMO (spin up / spin down)	4.4 / 7.7	eV
HOMO (spin up / spin down)	-7.9 / -11.7	eV
total charge	+1
calculated total energy	-585271.8742	eV

Positions of all 40 atoms, in Å:
Na: -19.3897 14.6690 11.2679
Na: -22.9266 14.0903 11.5080
Na: -21.2919 16.0402 14.0534
C: -21.1077 12.3421 13.2821
O: -20.8671 13.6374 12.8587
H: -22.1645 12.0905 13.1932
H: -20.4455 11.6113 12.8178
H: -21.0437 12.2586 14.3670
Br: -19.4794 8.0915 9.4451
C: -18.9703 9.3383 10.9538
C: -17.8340 8.5904 11.8404
Br: -17.2058 9.6507 13.4201
H: -19.8562 9.6563 11.5035
H: -18.5211 10.2389 10.5352
H: -16.9789 8.2652 11.2478
H: -18.1575 7.6298 12.2410
Br: -21.1244 8.7441 18.1199
C: -20.0051 9.5782 16.7040
C: -19.2846 10.8516 17.2430
Br: -17.7865 10.4372 18.4454
H: -20.6629 9.8305 15.8723
H: -19.3118 8.8041 16.3748
H: -20.0367 11.5255 17.6533
H: -18.8510 11.4141 16.4162
Br: -24.5610 15.1298 16.3048
C: -24.2901 13.1900 15.7761
C: -23.3059 12.4493 16.6264
Br: -23.3648 10.5457 16.0827
H: -24.0228 13.1543 14.7201
H: -25.2328 12.6676 15.9392
H: -23.5318 12.4658 17.6926
H: -22.2870 12.8107 16.4870
Br: -23.4221 11.3591 10.0149
C: -24.1471 9.5621 10.4490
C: -23.6551 9.1526 11.8244
Br: -24.5043 7.5335 12.5758
H: -23.7474 8.8968 9.6837
H: -25.2314 9.6486 10.3780
H: -23.8092 9.9237 12.5792
H: -22.5811 8.9714 11.8663

Population analysis type Löwdin, resulting atomic charges in e: atom 1 (Na): 0.56, atom 2 (Na): 0.38, atom 3 (Na): 0.51, atom 4 (C): -0.32, atom 5 (O): -0.55, atom 6 (H): 0.03, atom 7 (H): 0.06, atom 8 (H): 0.04, atom 9 (Br): 0.56, atom 10 (C): -0.60, atom 11 (C): -0.63, atom 12 (Br): 0.56, atom 13 (H): 0.02, atom 14 (H): 0.04, atom 15 (H): 0.05, atom 16 (H): 0.04, atom 17 (Br): 0.56, atom 18 (C): -0.67, atom 19 (C): -0.69, atom 20 (Br): 0.61, atom 21 (H): -0.01, atom 22 (H): 0.04, atom 23 (H): 0.05, atom 24 (H): 0.04, atom 25 (Br): 0.56, atom 26 (C): -0.65, atom 27 (C): -0.63, atom 28 (Br): 0.67, atom 29 (H): 0.03, atom 30 (H): 0.05, atom 31 (H): 0.07, atom 32 (H): 0.05, atom 33 (Br): 0.64, atom 34 (C): -0.59, atom 35 (C): -0.70, atom 36 (Br): 0.63, atom 37 (H): 0.07, atom 38 (H): 0.06, atom 39 (H): 0.02, atom 40 (H): 0.04